No. 1
Entry from the OMol25 dataset: a cluster of 2 separate species, C6H16O2 in total at a distorted geometry (the ωB97M-V functional and the def2-TZVPD basis).

structure (SMILES): CCCCCCO.O
Kohn-Sham gap: 11.1 eV
energy relative to the best compared isomer or geometry (same formula, charge and spin): 129.20 kJ/mol
largest force on an atom: 3.25 eV/Å
HOMO energy: -10.273 eV
calculated total energy: -388.6315 Eh

Each line ends with the Löwdin charge.
Positions of all 24 atoms, in Å:
C (0.323599, -0.890886, 1.472838)  -0.33
O (0.171500, -2.186976, 1.874301)  -0.05
C (-0.846465, -0.328926, 0.710459)  -0.22
C (-1.288334, -1.023299, -0.571874)  -0.18
C (-0.660809, -0.341583, -1.900515)  -0.19
C (0.878432, -0.265925, -2.036450)  -0.26
C (1.370641, 0.958575, -1.275828)  -0.15
H (0.600336, -0.319471, 2.433545)  0.15
H (1.194316, -0.906107, 0.753033)  0.11
H (0.158459, -2.761319, 1.116597)  0.08
H (-0.686979, 0.755832, 0.544153)  0.08
H (-1.788744, -0.397494, 1.396708)  0.14
H (-2.356828, -1.053909, -0.596365)  0.09
H (-1.064920, -2.082665, -0.651884)  0.10
H (-0.971082, 0.727812, -1.849393)  0.10
H (-1.172796, -0.798424, -2.746906)  0.09
H (1.256605, -1.077356, -1.407284)  0.08
H (1.219884, -0.343741, -3.136825)  0.13
H (1.113215, 0.814037, -0.203675)  0.03
H (2.506024, 1.191951, -1.408264)  0.11
H (0.856445, 1.902574, -1.641692)  0.09
H (0.403667, 2.866033, 0.769821)  0.02
H (-0.724143, 2.908909, 1.894623)  0.03
O (-0.072231, 3.427675, 1.418452)  -0.06

Forces on the atoms, in the same order (eV/Å):
C 2.023 1.312 -0.423
O -0.655 -1.715 1.298
C -2.645 0.445 1.830
C 2.016 0.661 -1.790
C -1.286 0.632 1.141
C -0.221 -0.579 -0.092
C 1.279 1.915 -0.615
H -0.493 -0.452 -1.679
H -0.315 0.601 0.882
H -0.061 -0.348 -0.406
H -0.246 -0.592 -0.025
H 1.681 0.271 -0.745
H -0.726 0.539 -0.425
H 0.547 -0.352 0.456
H -0.271 -0.642 -0.293
H 0.251 0.000 -0.161
H 0.397 -0.551 -0.831
H -0.429 0.141 1.900
H 0.605 0.413 -0.845
H -1.912 -0.703 0.420
H 0.442 -0.990 0.425
H -0.712 0.287 0.793
H 0.110 -0.340 -0.212
O 0.622 0.048 -0.601

No. 2
Entry from the OMol25 dataset: a cluster of 2 separate species, C7H11F3N3 in total at a distorted geometry (the ωB97M-V functional and the def2-TZVPD basis).

Kohn-Sham gap: 7.8 eV
energy relative to the best compared isomer or geometry (same formula, charge and spin): 148.62 kJ/mol
largest force on an atom: 3.70 eV/Å
net charge: +1
HOMO energy: -10.503 eV
calculated total energy: -736.8841 Eh

Each line ends with the Löwdin charge.
Positions of all 24 atoms, in Å:
C (-1.309889, -0.269348, -2.028430)  -0.01
C (-1.728974, -0.183900, -0.689490)  0.00
C (-0.701029, -2.192819, -1.060187)  -0.27
C (-0.138273, -3.550706, -1.008050)  0.04
C (0.783901, 3.060121, 3.098103)  0.01
C (0.623464, 1.725953, 1.214161)  -0.09
C (1.165469, 1.343677, -0.067888)  -0.65
N (-0.694734, -1.508872, -2.203749)  0.14
N (-1.369106, -1.429597, -0.162531)  0.15
N (1.319622, 2.347639, 2.207791)  -0.04
F (0.368627, 1.825617, -1.012745)  0.11
F (2.423040, 1.865250, -0.308373)  0.10
F (1.278163, 0.027466, -0.352139)  0.09
H (-1.139101, 0.418488, -2.799899)  0.11
H (0.622190, -3.453430, -0.301453)  0.08
H (-0.747206, -4.318346, -0.500507)  0.12
H (0.269266, -4.033271, -1.846946)  0.09
H (-2.334333, 0.491025, -0.097818)  0.14
H (-0.306764, 3.296382, 3.209751)  0.12
H (1.426764, 3.682697, 3.639484)  0.07
H (-0.469770, 1.906013, 1.257200)  0.12
H (-0.448761, -1.936690, -3.136031)  0.22
H (-1.261226, -1.420988, 0.794911)  0.14
H (2.368662, 2.307639, 2.154836)  0.21

Forces on the atoms, in the same order (eV/Å):
C -0.155 -0.477 2.326
C 0.857 -1.684 -3.179
C -1.077 0.240 -1.314
C -1.318 -0.588 2.490
C -1.696 2.002 2.073
C -1.109 -0.645 0.798
C 1.375 1.335 0.559
N -0.542 0.077 -0.411
N 0.465 0.476 -2.247
N 0.909 -1.173 -2.889
F -0.650 0.360 -1.333
F -0.501 -0.459 0.383
F 0.161 -0.886 -0.005
H -0.588 1.068 -0.720
H 1.919 -0.057 1.135
H -0.459 0.598 -0.363
H 0.307 0.216 -1.609
H 0.447 0.146 -0.316
H 1.196 -0.811 -0.595
H 0.837 0.427 1.137
H 1.015 -0.116 -0.158
H -0.191 0.873 1.625
H 0.166 -1.019 2.539
H -1.368 0.098 0.075

What is the energy relative to the best compared isomer or geometry (same formula, charge and spin) in the second record? 148.62 kJ/mol